#i
Entry from the Open Molecules 2025 dataset: the molecule C4H10N2O (the ωB97M-V functional and the def2-TZVPD basis).

Cartesian coordinates (Å):
C 0.9422 -0.7029 1.5494
C -0.2778 -0.6453 0.6493
C -0.1363 -1.7214 -0.4101
N -0.4531 0.7364 0.1498
C -0.1810 1.1410 -1.1157
N -0.7271 2.4437 -1.4316
O 0.3904 0.4717 -1.9566
H 1.1207 0.3146 1.9092
H 0.9136 -1.4809 2.2948
H 1.8413 -0.9440 0.9385
H -1.1872 -0.7432 1.2320
H -0.8379 -1.5205 -1.2311
H -0.4056 -2.7015 0.0462
H 0.8509 -1.9293 -0.7807
H -0.9574 1.3795 0.7422
H -0.0517 2.9516 -2.0403
H -0.8441 2.9504 -0.5452

## Properties
Structure (SMILES)   CC(C)NC(N)=O
Total charge   0
Highest occupied orbital energy   -9.7 eV
LUMO energy   0.736 eV

Now the Löwdin charges, all in e: -0.066 -0.398 -0.078 0.068 -0.596 0.106 0.039 0.075 0.072 0.088 0.132 0.085 0.092 0.069 0.132 0.105 0.074

#ii
Entry from the Open Molecules 2025 dataset: the molecule C4H10N2O (the ωB97M-V functional and the def2-TZVPD basis).

Cartesian coordinates (Å):
H -2.1583 -1.6360 0.3097
N -1.3085 -1.4452 0.7165
C -1.0354 -0.2409 0.5333
C 0.3054 0.3795 0.6505
C 1.3101 -0.2690 -0.2525
C 2.6801 0.2224 -0.1603
O -1.9130 0.7671 0.0158
N -3.1328 0.1714 -0.5212
H 0.2866 1.4049 0.4514
H 0.5613 0.1432 1.7140
H 1.3269 -1.3318 0.1602
H 0.8009 -0.1906 -1.3057
H 2.8842 1.3469 -0.2076
H 3.3876 -0.0828 -1.0154
H 3.1727 -0.1708 0.7235
H -4.0117 0.6343 -0.3054
H -3.1561 0.2973 -1.5069

## Properties
Structure (SMILES)   [H]/N=C(/CCC)ON
Total charge   0
Highest occupied orbital energy   -10.1 eV
LUMO energy   0.910 eV

Now the Löwdin charges, all in e: 0.007 0.186 -0.427 -0.181 -0.306 -0.157 -0.099 0.040 0.097 0.145 0.131 0.154 0.095 0.095 0.068 0.085 0.067

What should be chosen as the least stable of them? Choose #ii.

#i
Entry from the Open Molecules 2025 dataset: the molecule C2Cl3F (the ωB97M-V functional and the def2-TZVPD basis).

Cartesian coordinates (Å):
F -0.4956 -1.7269 0.3242
C -0.4637 -0.4016 0.0991
Cl -2.0685 0.2464 -0.2342
C 0.5819 0.2748 -0.1154
Cl 0.4035 2.0228 0.1307
Cl 2.0424 -0.4155 -0.2044

## Properties
Structure (SMILES)   FC(Cl)=C(Cl)Cl
Total charge   0
Highest occupied orbital energy   -9.8 eV
LUMO energy   0.375 eV

Now the Löwdin charges, all in e: 0.015 -0.850 0.668 -1.226 0.604 0.789

#ii
Entry from the Open Molecules 2025 dataset: a structure of composition C2Cl3F (the ωB97M-V functional and the def2-TZVPD basis).

Cartesian coordinates (Å):
C 0.5214 0.1946 -1.0192
C -0.9042 -0.5487 2.0967
F -0.0203 1.3157 -1.5116
Cl 1.5594 -0.5574 -2.0786
Cl 0.6409 -0.7709 1.5424
Cl -1.7971 0.3667 0.9703

## Properties
Total charge   0
Highest occupied orbital energy   -8.8 eV
LUMO energy   -0.878 eV

Now the Löwdin charges, all in e: -0.684 -0.981 -0.090 0.687 0.554 0.513

What should be chosen as the least stable of them? Choose #ii.

#i
Entry from the Open Molecules 2025 dataset: the molecule C6H9NO (the ωB97M-V functional and the def2-TZVPD basis).

Cartesian coordinates (Å):
C -2.5323 0.0869 -0.3885
C -1.1357 0.2718 -0.6157
C 0.1280 0.2610 0.2117
C 0.2004 -0.5748 1.4247
C 0.6679 1.5639 0.1524
N 1.1753 2.6659 0.2015
C 1.2221 -0.3832 -0.8592
O 2.5048 -0.4433 -0.5620
H -3.0444 -0.3534 0.5720
H -3.3564 0.7482 -1.0048
H -1.0535 1.0722 -1.5286
H -0.2335 0.0895 2.4276
H -0.3542 -1.4781 1.1149
H 1.4516 -0.9868 1.4061
H 1.0206 -0.1085 -2.0505
H 0.8189 -1.4020 -0.8583
H 2.5205 -1.0293 0.3568

## Properties
Structure (SMILES)   C=C[C@](C)(C#N)CO
Total charge   0
Highest occupied orbital energy   -9.7 eV
LUMO energy   0.300 eV

Now the Löwdin charges, all in e: -0.005 -0.151 -0.567 -0.027 -0.216 0.175 -0.340 -0.055 0.070 0.102 0.150 0.179 0.082 0.143 0.194 0.106 0.161

#ii
Entry from the Open Molecules 2025 dataset: the molecule C6H9NO (the ωB97M-V functional and the def2-TZVPD basis).

Cartesian coordinates (Å):
C -1.2450 1.3265 0.0231
O 0.2043 1.3773 -0.0603
C 0.7301 -0.0048 -0.1189
C 1.6922 -0.4355 0.8922
C 2.1288 -0.2115 -0.5827
C -0.4989 -0.7495 -0.5731
N -1.7345 -1.3839 -0.1223
C -1.4106 -0.0875 0.4156
H -1.6250 2.0983 0.7233
H -1.7531 1.5659 -0.9448
H 1.7430 -1.4576 1.2538
H 1.9930 0.3401 1.6195
H 2.6310 0.7237 -0.8419
H 2.3388 -1.0356 -1.2588
H -0.6896 -0.3532 -1.5736
H -1.5170 -2.0693 0.6010
H -0.9942 -0.1700 1.4229

## Properties
Structure (SMILES)   C1OC2(CC2)[C@H]2N[C@H]12
Total charge   0
Highest occupied orbital energy   -9.0 eV
LUMO energy   0.961 eV

Now the Löwdin charges, all in e: -0.156 -0.070 -0.463 -0.051 -0.035 -0.181 0.122 -0.262 0.126 0.131 0.105 0.120 0.108 0.105 0.145 0.107 0.148

What should be chosen as the least stable of them? Choose #i.

#i
Entry from the Open Molecules 2025 dataset: a structure of composition C6H9NO (the ωB97M-V functional and the def2-TZVPD basis).

Cartesian coordinates (Å):
C -2.1981 -0.4182 -0.8317
C -0.3646 0.3415 0.8989
C -0.9171 -0.0098 -0.2402
C 0.6120 -0.3612 -1.0702
C 1.1217 0.1276 0.7715
C 1.9543 1.2341 0.6961
O -0.9445 0.7459 2.0651
N 0.7843 -1.4937 -1.6568
H -0.8482 0.0474 2.7316
H 1.6976 -1.9155 -1.4699
H 0.7723 0.5488 -1.6662
H 1.4188 -0.7265 1.3861
H -3.0031 -0.3619 -0.0908
H -2.1532 -1.4486 -1.1965
H -2.4440 0.2323 -1.6769
H 2.1615 1.7451 -0.2353
H 2.3503 1.7126 1.5853

## Properties
Total charge   0
Highest occupied orbital energy (alpha / beta)   -8.4 / -7.7 eV
LUMO energy (alpha / beta)   0.129 / -0.928 eV

Now the Löwdin charges, all in e: -0.064 -0.352 -0.130 -0.240 -0.208 0.032 0.050 0.122 0.116 0.066 0.131 0.127 0.079 0.079 0.080 0.056 0.058

#ii
Entry from the Open Molecules 2025 dataset: the molecule C6H9NO (the ωB97M-V functional and the def2-TZVPD basis).

Cartesian coordinates (Å):
C -2.3367 0.0063 0.0547
C -1.0607 0.0084 0.0761
C 0.0351 -0.2621 1.1028
C 0.8499 -1.3929 0.3280
O 0.7362 -0.9776 -1.0385
C -0.0749 0.2787 -1.0245
C 0.7898 1.3690 -0.4502
N 0.9051 0.9304 0.9556
H -2.7692 0.1656 -0.9816
H -3.0785 -0.2866 0.8315
H -0.1054 -0.5677 2.1250
H 0.3791 -2.3927 0.4313
H 1.9160 -1.4664 0.6307
H -0.4381 0.4019 -2.0258
H 1.7752 1.4033 -0.9597
H 0.3799 2.3881 -0.5586
H 0.5010 1.6177 1.6041

## Properties
Structure (SMILES)   C=C1[C@H]2CO[C@@H]1CN2
Total charge   0
Highest occupied orbital energy   -9.0 eV
LUMO energy   0.942 eV

Now the Löwdin charges, all in e: 0.063 -0.254 -0.221 -0.139 -0.110 -0.235 -0.149 -0.018 0.091 0.081 0.140 0.119 0.124 0.147 0.124 0.124 0.113

#iii
Entry from the Open Molecules 2025 dataset: the molecule C6H9NO (the ωB97M-V functional and the def2-TZVPD basis).

Cartesian coordinates (Å):
C -0.2890 1.9049 -0.5084
C -0.9194 0.9967 0.3020
C -0.2529 -0.0647 1.0678
C -0.7939 -1.4015 0.4147
C -1.2731 -1.1898 -0.8873
C 1.3619 -0.0747 1.0369
N 2.3480 -0.1918 0.1734
O 1.7583 -0.3948 -0.9938
H -0.8464 2.6301 -1.1008
H 0.7682 1.7962 -0.7432
H -2.1000 1.0140 0.7906
H -0.3885 0.0598 2.1529
H -0.8198 -2.1766 1.1273
H -1.2843 -0.4368 -1.6634
H -1.5645 -2.0612 -1.4457
H 1.7835 0.1094 2.0054
H 2.5120 -0.5192 -1.7283

## Properties
Structure (SMILES)   C=CC(C=C)/C=N\O
Total charge   0
Highest occupied orbital energy   -9.1 eV
LUMO energy   0.829 eV

Now the Löwdin charges, all in e: 0.013 -0.227 -0.315 -0.062 0.009 -0.094 -0.039 -0.133 0.051 0.048 0.187 0.124 0.079 0.063 0.036 0.083 0.176

#iv
Entry from the Open Molecules 2025 dataset: a cluster of 2 separate species, C6H9NO in total (the ωB97M-V functional and the def2-TZVPD basis).

Cartesian coordinates (Å):
C 0.4103 0.4669 3.7854
C 0.9232 0.8999 -0.6312
C -0.4846 0.5393 0.0084
C 1.2525 -0.5858 -1.0283
C -0.3513 -0.8648 0.6822
C 0.6716 -1.6701 -0.0949
N 1.2318 0.6578 2.9438
O -0.5538 0.3717 4.4559
H 1.0413 1.4944 -1.5754
H 1.6638 1.0643 0.1077
H -1.1105 1.0944 0.7667
H -1.0346 0.3237 -0.8694
H 0.8245 -0.8734 -2.0268
H 2.3350 -0.7868 -1.0838
H 0.1993 -0.7858 1.6962
H -1.3270 -1.3201 0.8482
H 2.1101 1.0191 2.7476

## Properties
Total charge   0
Highest occupied orbital energy   -8.4 eV
LUMO energy   0.393 eV

Now the Löwdin charges, all in e: -0.391 -0.160 -0.203 -0.276 -0.271 0.076 0.217 0.145 0.116 0.058 0.115 0.076 0.127 0.092 0.100 0.101 0.078

What should be chosen as the least stable of them? Choose #i.

#i
Entry from the Open Molecules 2025 dataset: the molecule C2H7N5O (the ωB97M-V functional and the def2-TZVPD basis).

Cartesian coordinates (Å):
H -3.0002 -1.4997 -0.3145
N -2.4726 -1.3692 -1.2857
C -1.2639 -1.0052 -1.0715
N -0.4899 -0.7990 0.1071
O -1.2769 -0.5708 1.2420
C 0.6614 0.0189 -0.0160
N 1.5715 -0.3751 -0.8636
H 1.3531 -1.4375 -1.1205
N 0.6868 1.1062 0.9103
N 1.6296 2.1825 0.5596
H -0.7847 -0.7836 -2.0387
H -0.7111 -0.9467 1.9983
H -0.3083 1.5362 0.9606
H 2.3896 2.0724 1.4019
H 2.0157 1.8705 -0.4693

## Properties
Structure (SMILES)   [H]/N=C\N(O)/C(=N\[H])NN
Total charge   0
Highest occupied orbital energy   -9.5 eV
LUMO energy   0.436 eV

Now the Löwdin charges, all in e: 0.092 0.075 -0.273 -0.131 -0.033 -0.479 0.090 0.109 -0.083 -0.049 0.117 0.158 0.157 0.131 0.118

#ii
Entry from the Open Molecules 2025 dataset: the molecule C2H7N5O (the ωB97M-V functional and the def2-TZVPD basis).

Cartesian coordinates (Å):
H -2.7039 -0.5669 -0.4682
N -1.8891 -1.3924 -0.3734
C -0.8223 -0.7126 -0.0871
N -0.9037 0.6203 0.4224
N -2.1260 1.2415 0.1210
N 0.4568 -1.2512 0.0732
C 1.7648 -0.8565 0.2696
N 2.3043 0.3157 0.0765
O 1.4924 1.2590 -0.5335
H 0.0648 1.1137 0.5708
H -2.5855 1.5686 1.0025
H -1.8209 2.0794 -0.5334
H 0.4044 -2.2103 -0.3149
H 2.2661 -1.6318 0.8380
H 1.8844 2.2526 -0.1595

## Properties
Structure (SMILES)   [H]/N=C(\NN)N/C=N\O
Total charge   0
Highest occupied orbital energy   -8.4 eV
LUMO energy   0.266 eV

Now the Löwdin charges, all in e: 0.101 0.054 -0.513 -0.114 -0.043 0.063 -0.186 -0.047 -0.176 0.133 0.098 0.137 0.147 0.124 0.222

What should be chosen as the least stable of them? Choose #ii.